Entry from the OMol25 dataset: a single C6H9N molecule in a non-equilibrium geometry (ωB97M-V/def2-TZVPD).

XYZ file:
```
16
Properties=species:S:1:pos:R:3:forces:R:3
C 0.03512 1.40036 -2.18654 0.0 -0.1 -0.2
C 0.08051 0.42474 -1.05317 -0.5 -0.5 -0.6
C 0.08383 -0.93438 -1.07404 -0.3 -0.1 -0.3
N -0.04992 -1.35072 0.23570 -0.1 -0.1 0.2
C -0.05817 -0.29902 1.09005 0.3 -0.4 -0.2
C -0.28926 -0.53189 2.56006 0.1 0.1 0.0
C 0.07980 0.88037 0.32366 0.6 -0.5 -0.5
H 0.59829 1.06918 -3.06122 0.0 0.0 0.0
H 0.38082 2.39901 -1.88965 0.0 -0.3 0.1
H -1.01724 1.51233 -2.47228 0.2 0.1 -0.1
H 0.19657 -1.64023 -1.87995 -0.2 -0.1 0.0
H -0.08029 -2.31922 0.51132 -0.3 0.0 0.0
H 0.59714 -0.92471 3.06987 0.0 0.0 -0.1
H -0.57829 0.40094 3.04902 0.1 -0.1 -0.1
H -1.10745 -1.24892 2.72973 0.2 0.2 -0.2
H 1.12855 1.16216 0.04742 -0.1 1.7 1.9
```
Forces are in eV/Å.

Its SMILES is Cc1c[nH]c(C)c1. Its charge is 0. The frontier orbital gap is 8.70 eV. The energy above the lowest of the compared OMol25 structures with the same formula, charge and spin comes out at 58.2 kcal/mol. The calculation puts the LUMO energy at 0.9103 eV.